[1]
The following is a DFT calculation (ωB97M-V/def2-TZVPD) of C40H34Cl6F3IN3O7S2Si2W as an isolated structure at a distorted geometry.

## Properties
2S+1: 3
<S²>: 2.012
Net charge: -1
HOMO level (spin up / spin down) (eV): -4.779 / -6.042

```
99
Properties=species:S:1:pos:R:3:forces:R:3
W -0.4220 -0.6935 -2.0021 0.323 -1.193 1.209
C 5.9153 -0.9419 -6.0081 0.081 -0.066 -0.110
Si 4.5914 -0.4439 -4.7730 -0.001 -0.029 -0.103
C 5.2100 -0.9111 -3.0777 -0.056 -0.006 0.147
C 4.3083 1.3887 -4.9815 -0.050 0.116 0.065
C 3.0224 -1.3740 -5.2759 -0.086 0.015 0.075
C 3.0516 -2.2638 -6.3299 0.047 0.053 0.056
C 1.8870 -2.8847 -6.7863 -0.042 -0.040 -0.032
C 0.7064 -2.5520 -6.1867 -0.062 -0.010 -0.143
N 0.6432 -1.7029 -5.1442 -0.118 -0.029 0.059
C 1.7672 -1.1484 -4.6450 0.174 0.067 0.011
S 1.6893 -0.1400 -3.2467 -0.384 0.076 0.015
H 6.8142 -0.3403 -5.8392 -0.053 -0.046 0.001
H 5.5923 -0.7683 -7.0396 0.051 0.000 0.063
H 6.1993 -1.9950 -5.9106 -0.017 0.078 -0.017
H 6.1538 -0.4004 -2.8614 -0.050 -0.032 -0.019
H 5.3830 -1.9898 -3.0240 0.000 0.052 0.018
H 4.4822 -0.6465 -2.3085 0.063 -0.031 -0.020
H 5.2331 1.9523 -4.8233 -0.035 -0.047 -0.013
H 3.5515 1.7567 -4.2861 0.063 0.005 -0.066
H 3.9558 1.5884 -5.9978 0.025 0.024 0.045
H 3.9948 -2.4868 -6.8173 -0.054 0.012 0.007
H 1.8986 -3.5952 -7.6010 -0.010 0.042 0.016
H -0.2397 -2.9509 -6.5221 -0.004 -0.008 0.050
Cl -0.0908 -2.7856 9.8284 0.001 -0.001 -0.022
C -0.0958 -2.5747 8.1017 -0.018 -0.037 0.004
C 0.1815 -1.3354 7.5604 0.032 0.116 -0.018
C 0.1617 -1.1972 6.1818 0.041 0.067 0.119
C -0.1249 -2.2560 5.3283 0.027 -0.021 -0.012
C -0.1490 -1.9730 3.8385 0.178 0.007 -0.006
C 0.9876 -2.6674 3.0884 0.023 0.033 -0.052
N 1.2079 -2.0522 1.7886 0.089 -0.249 0.011
C 2.2205 -1.1569 1.5002 -0.223 0.079 0.184
C 1.9498 -0.6727 0.2665 0.075 -0.087 -0.253
N 0.8111 -1.2749 -0.2140 0.039 -0.081 0.109
C 0.3967 -2.1125 0.7130 0.125 0.241 0.226
O -1.3681 -2.3511 3.2565 -0.125 -0.151 -0.035
C -2.2446 -1.2712 2.9268 -0.022 0.044 -0.033
C -2.4295 -0.2783 4.0389 0.072 0.093 -0.116
C -2.9283 -0.5422 5.2756 -0.119 0.057 0.065
Cl -3.4893 -2.0546 5.8592 -0.035 0.012 -0.016
S -2.9723 0.8427 6.2880 -0.002 -0.010 0.031
C -2.3129 1.8218 5.0420 0.020 0.015 0.039
C -2.0739 1.1017 3.9158 -0.014 -0.056 -0.097
C -0.4021 -3.4904 5.9147 0.085 0.045 0.067
Cl -0.7914 -4.8988 4.9761 0.005 0.079 -0.096
C -0.3864 -3.6557 7.2914 -0.011 -0.083 0.028
H 0.3941 -0.4923 8.2040 -0.010 -0.023 -0.030
H 0.3508 -0.2212 5.7473 -0.019 -0.011 0.014
H 0.0021 -0.8946 3.7212 0.059 0.011 -0.029
H 0.7637 -3.7252 2.9720 -0.012 -0.024 -0.033
H 1.9120 -2.5625 3.6552 0.039 -0.063 0.000
H 3.0104 -0.9372 2.1990 -0.055 -0.041 -0.019
H 2.4890 0.0547 -0.3139 -0.020 -0.007 -0.018
H -0.4831 -2.7293 0.6505 -0.054 0.011 -0.020
H -3.1867 -1.7499 2.6877 -0.184 -0.094 -0.100
H -1.8792 -0.7524 2.0372 0.005 0.020 -0.014
H -2.1477 2.8747 5.2160 -0.007 -0.059 -0.041
H -1.6688 1.5001 2.9922 -0.090 -0.185 0.152
H -0.6077 -4.6217 7.7228 0.000 0.015 -0.016
Cl -1.5432 0.1590 -5.8828 -0.042 0.071 0.098
Si -1.0456 -1.1829 -4.3611 0.211 -0.411 -0.632
Cl 0.2795 -3.0950 -2.4104 -0.242 0.414 -0.246
Cl -2.1808 -2.8488 -4.9239 0.038 0.079 0.021
I -4.7770 5.8628 1.6215 -0.006 -0.011 -0.025
C -3.9834 4.5106 0.2307 -0.030 0.013 0.077
C -4.2309 3.1553 0.3889 0.075 -0.069 -0.098
C -3.6348 2.2600 -0.4906 -0.062 0.029 0.117
C -2.8153 2.7201 -1.5142 -0.029 -0.283 0.245
C -2.6096 4.0805 -1.6736 0.004 0.209 -0.041
C -3.1912 4.9896 -0.8002 0.048 -0.053 -0.062
C -2.0156 1.7599 -2.3497 0.002 -0.227 -0.225
O -1.3546 2.1562 -3.2868 0.024 0.089 -0.097
O -2.0550 0.5167 -1.9231 0.155 0.679 -0.284
H -4.8550 2.7961 1.1960 0.004 0.011 0.000
H -3.7755 1.1934 -0.3708 0.025 0.016 0.016
H -1.9614 4.4159 -2.4737 -0.003 -0.020 0.026
H -3.0104 6.0503 -0.9098 0.009 -0.011 0.011
O -0.8097 0.8395 0.7365 -0.084 -0.085 0.251
C -0.1245 1.5152 -0.0159 0.097 0.119 -0.330
O 0.3617 1.1160 -1.1614 -0.563 0.060 0.364
C 0.1771 2.9498 0.3286 0.184 0.033 -0.269
C 0.8805 3.7516 -0.5660 -0.007 0.038 -0.004
C 1.0977 5.0918 -0.2770 -0.020 -0.011 0.018
C 0.6074 5.6371 0.9036 -0.015 -0.028 -0.002
C -0.0938 4.8377 1.7982 -0.007 -0.047 -0.020
C -0.3061 3.4965 1.5092 -0.032 0.085 0.059
H 1.2239 3.3116 -1.4937 -0.008 0.025 0.012
H 1.6373 5.7172 -0.9787 -0.015 -0.029 0.013
H 0.7638 6.6870 1.1236 0.000 -0.030 -0.005
H -0.4868 5.2626 2.7143 0.006 -0.004 -0.020
H -0.8607 2.8618 2.1880 0.102 0.183 -0.138
F -3.3157 -3.7584 0.3014 0.004 0.045 0.055
C -4.0181 -2.8921 -0.4502 0.102 -0.036 0.163
F -4.9453 -3.5966 -1.0991 -0.080 -0.054 -0.056
F -4.6726 -2.0688 0.4043 0.040 0.016 0.045
C -3.1348 -2.0602 -1.4165 0.097 -0.079 0.218
O -3.6622 -1.6978 -2.4420 0.158 0.076 -0.091
O -1.9544 -1.8665 -0.9438 0.162 0.534 -0.449
```
Positions in Å, forces in eV/Å.



[2]
The following is a DFT calculation (ωB97M-V/def2-TZVPD) of a 2-piece molecular cluster, C40H35N2O2S overall at a distorted geometry.

## Properties
Net charge: +1
HOMO level (eV): -10.286

```
80
Properties=species:S:1:pos:R:3:forces:R:3
C -5.6558 4.5110 -0.2000 -0.208 0.470 0.155
C -5.1602 3.0593 -0.2470 -0.343 -0.405 0.028
C -3.7353 3.1680 0.2091 0.627 0.580 0.191
C -3.4652 4.5391 0.4449 -0.050 0.085 -0.746
O -4.5220 5.3638 0.2193 0.626 -1.409 0.229
C -2.1747 4.9833 0.7891 -0.876 0.258 0.114
C -1.1558 4.0671 0.7565 0.379 -0.428 -0.771
C -1.3604 2.6899 0.3734 0.069 0.706 0.328
C -0.2531 1.8433 0.0499 0.219 2.123 1.162
C 0.9706 2.3915 -0.4272 -0.235 0.433 -0.684
C 2.2301 1.8132 -0.0894 0.290 0.128 0.039
C 3.3845 2.5469 -0.2809 -0.601 0.459 -0.294
C 3.3268 3.8150 -0.9148 0.133 0.235 0.493
O 4.5067 4.4895 -0.9156 -0.911 -1.338 0.159
C 5.5014 3.6247 -0.2420 0.273 0.456 -0.136
C 4.8006 2.3180 0.1475 0.279 -0.432 0.062
C 2.1191 4.3334 -1.4208 0.827 0.050 -0.082
C 0.9748 3.6111 -1.1987 -0.340 -0.229 0.748
C -2.7140 2.2421 0.2980 -0.228 -0.018 0.010
H -5.9958 4.8774 -1.1769 0.176 -0.032 0.329
H -6.4602 4.6502 0.5334 0.298 0.075 -0.195
H -5.7601 2.4141 0.4048 0.080 0.085 -0.166
H -5.2287 2.6687 -1.2722 0.103 -0.013 0.326
H -2.0238 6.0334 1.0247 0.097 -0.237 0.068
H -0.1457 4.3914 1.0109 -0.275 -0.122 -0.140
H -0.2775 0.7965 0.3219 -0.069 -0.165 -0.435
H 2.2758 0.8356 0.3943 -0.127 0.307 -0.043
H 6.3265 3.4697 -0.9476 -0.280 0.127 0.173
H 5.8752 4.1732 0.6323 -0.168 -0.049 -0.338
H 4.8823 2.1356 1.2249 -0.050 -0.035 -0.223
H 5.2474 1.4672 -0.3808 -0.089 0.105 0.167
H 2.1266 5.2896 -1.9359 -0.103 -0.212 -0.008
H 0.0228 3.9874 -1.5740 0.260 -0.122 0.101
H -2.9453 1.1765 0.2559 0.161 0.317 -0.279
C 3.7989 -5.2436 2.3034 -0.067 0.172 -0.004
C 4.2765 -3.9400 2.4711 -0.114 0.012 -0.058
C 3.4438 -2.8456 2.2118 -0.260 -0.309 -0.172
C 2.1274 -3.0569 1.7881 -0.216 0.374 -0.071
C 1.1844 -1.8709 1.5315 0.299 -0.100 0.159
C 0.1469 -1.7538 2.6622 0.020 0.020 0.296
C -0.8333 -0.7602 2.5976 -0.207 0.106 0.178
C -1.8191 -0.6247 3.5746 0.262 -0.355 0.030
C -1.8620 -1.5347 4.6357 0.074 0.027 -0.093
C -0.8770 -2.5216 4.7338 0.055 0.288 -0.149
C 0.1492 -2.5979 3.7861 -0.199 0.024 -0.206
C 0.4956 -2.0083 0.1463 -0.314 -0.320 -0.176
C 1.4013 -2.4386 -0.9956 0.813 0.030 0.276
C 0.5839 -2.8380 -2.2002 -0.257 -0.096 -0.212
N -0.5756 -1.9452 -2.3374 -0.174 -0.287 -0.315
C -1.4314 -1.9844 -3.4474 0.134 -0.170 0.282
C -2.4474 -1.0350 -3.3532 -0.072 -0.269 -0.848
C -3.4282 -0.9585 -4.3401 0.339 -0.083 0.060
C -3.3348 -1.8102 -5.4488 0.144 -0.005 0.218
C -2.2859 -2.7367 -5.5543 0.026 0.213 0.376
C -1.3312 -2.8489 -4.5334 -0.220 0.105 -0.136
S -2.2415 -0.0403 -1.9362 -0.275 0.250 -0.097
C -0.8582 -0.9701 -1.4226 1.799 -0.389 1.311
N -0.1928 -0.7829 -0.3016 -1.480 -1.673 -1.029
C 1.6411 -4.3619 1.6411 0.437 -0.206 0.162
C 2.4792 -5.4553 1.8902 -0.112 0.353 -0.073
H 4.4500 -6.0964 2.5016 -0.179 0.271 -0.056
H 5.3014 -3.7636 2.8024 -0.295 -0.125 -0.092
H 3.8048 -1.8194 2.3355 -0.062 -0.385 -0.006
H 1.7952 -0.9504 1.5287 -0.133 -0.246 -0.013
H -0.8363 -0.0855 1.7519 -0.065 -0.144 0.314
H -2.5453 0.1846 3.4833 0.120 -0.275 0.115
H -2.6507 -1.4665 5.3860 0.232 -0.037 -0.193
H -0.8927 -3.2386 5.5547 0.006 0.257 -0.148
H 0.9421 -3.3375 3.9183 -0.358 0.213 -0.073
H -0.2674 -2.8054 0.2955 0.178 0.341 -0.179
H 2.0433 -1.5839 -1.2578 -0.045 -0.186 0.096
H 2.0492 -3.2686 -0.7008 -0.063 0.111 -0.192
H 1.2006 -2.7723 -3.1046 -0.195 0.022 0.060
H 0.2230 -3.8751 -2.1205 0.030 0.272 0.033
H -4.2342 -0.2404 -4.2200 0.056 -0.117 -0.249
H -4.0841 -1.7488 -6.2369 0.193 -0.023 0.221
H -2.2107 -3.3762 -6.4334 -0.061 0.151 0.269
H -0.5230 -3.5805 -4.5715 -0.292 0.198 -0.115
H 0.5956 -4.5218 1.3599 0.393 -0.009 0.070
H 2.0918 -6.4662 1.7580 0.161 0.250 0.089
```
Positions in Å, forces in eV/Å.



[3]
The following is a DFT calculation (ωB97M-V/def2-TZVPD) of C40H35N2O3RhS5Te as an isolated structure.

## Properties
Net charge: 0
HOMO level (eV): -6.757

```
87
Properties=species:S:1:pos:R:3:forces:R:3
Rh -0.0616 -0.3456 0.4288 -0.014 0.001 0.201
C 2.4108 4.5977 4.7674 0.001 0.001 0.001
C 2.0576 3.3424 4.0131 -0.006 0.007 -0.002
C 2.9478 2.2633 3.9350 0.000 0.007 -0.004
C 2.6547 1.1313 3.2135 0.053 0.063 0.037
C 3.6378 -0.0036 3.1790 -0.052 -0.087 -0.009
O 3.9658 -0.5474 4.2158 0.029 0.022 -0.001
C 4.2047 -0.4226 1.8689 0.026 0.014 0.007
C 4.1926 0.4359 0.7751 -0.001 0.021 0.003
C 4.7712 0.0421 -0.4219 -0.004 -0.005 0.001
C 5.3358 -1.2199 -0.5346 0.001 0.001 0.006
C 5.3386 -2.0846 0.5542 0.002 0.002 0.003
C 4.7864 -1.6824 1.7576 0.005 0.004 -0.007
C 1.4169 0.9898 2.5429 -0.053 0.038 0.017
O 1.2124 -0.1394 1.9368 -0.008 -0.102 -0.042
C 0.4711 2.0381 2.6806 -0.013 0.003 -0.017
C 0.8358 3.1955 3.4006 -0.001 -0.009 -0.002
C -0.9129 1.8897 2.2541 0.045 0.024 0.028
N -1.3132 1.0164 1.3892 0.021 -0.044 -0.101
C -2.7336 0.6983 1.2419 -0.015 -0.009 0.008
C -3.0804 -0.5328 2.0743 -0.003 -0.020 0.018
Te -1.5068 -2.0002 2.0691 0.004 0.004 -0.036
C -0.7736 -1.5303 3.9932 0.011 -0.003 0.001
C -1.6421 -1.1638 5.0153 0.000 -0.001 -0.002
C -1.1400 -0.8717 6.2762 0.010 -0.004 0.000
C 0.2231 -0.9612 6.5202 -0.002 -0.006 -0.003
C 1.0835 -1.3685 5.5108 0.003 0.008 0.005
C 0.5867 -1.6637 4.2483 0.001 -0.005 -0.011
C -1.9176 2.7643 2.9356 0.010 0.007 0.027
C -2.5077 3.8240 2.2567 0.002 0.009 0.000
C -3.4317 4.6319 2.9034 -0.001 -0.002 0.005
C -3.7745 4.3761 4.2240 0.000 -0.002 -0.001
C -3.1831 3.3189 4.9023 -0.011 0.004 -0.003
C -2.2473 2.5182 4.2639 0.014 -0.015 0.009
H 3.4297 4.5482 5.1500 0.000 -0.001 0.001
H 1.7439 4.7523 5.6178 -0.001 0.000 -0.001
H 2.3390 5.4790 4.1282 0.002 0.000 -0.001
H 3.9034 2.3176 4.4460 0.000 0.002 0.000
H 3.7305 1.4117 0.8592 0.010 -0.020 -0.003
H 4.7701 0.7148 -1.2708 0.001 0.002 -0.003
H 5.7713 -1.5323 -1.4755 0.002 -0.001 -0.003
H 5.7765 -3.0702 0.4615 -0.002 -0.002 -0.001
H 4.7911 -2.3338 2.6216 0.000 -0.002 0.004
H 0.1160 4.0011 3.4831 -0.006 0.002 0.000
H -2.9282 0.4994 0.1926 0.002 -0.001 -0.026
H -3.3719 1.5262 1.5493 0.010 -0.006 -0.002
H -3.9916 -1.0092 1.7179 0.000 -0.005 0.001
H -3.2193 -0.2612 3.1192 -0.010 0.003 -0.026
H -2.7118 -1.1116 4.8522 0.015 -0.007 0.016
H -1.8193 -0.5816 7.0678 -0.001 0.002 0.004
H 0.6145 -0.7221 7.5005 0.000 -0.001 -0.001
H 2.1496 -1.4330 5.6841 -0.013 0.004 -0.002
H 1.2679 -1.9600 3.4623 -0.003 0.009 0.006
H -2.2344 4.0180 1.2260 -0.001 0.000 0.002
H -3.8827 5.4623 2.3762 -0.001 0.000 0.000
H -4.4971 5.0053 4.7266 0.000 0.001 0.001
H -3.4425 3.1236 5.9347 -0.001 0.001 0.002
H -1.7599 1.7065 4.7939 -0.010 0.023 -0.014
O 0.5997 -4.8927 -1.2064 0.065 -0.173 -0.136
C -0.1029 -4.5187 -2.3820 -0.011 0.057 0.048
C -1.5595 -4.2805 -2.0124 0.016 0.004 -0.028
C -1.6954 -2.9971 -1.1972 -0.005 -0.010 0.023
C -1.6854 -1.6952 -1.9561 0.023 -0.004 -0.005
C -2.1569 -1.6432 -3.2637 -0.020 -0.001 -0.035
C -2.3158 -0.4372 -3.9171 0.002 -0.005 0.010
C -2.0399 0.7246 -3.2223 -0.001 -0.006 -0.008
C -1.5484 0.6114 -1.9404 -0.014 0.052 0.035
N -1.3189 -0.5589 -1.3190 -0.039 0.016 -0.067
H 1.3125 -4.2600 -1.0610 -0.068 0.108 0.065
H -0.0111 -5.3115 -3.1290 -0.028 -0.026 0.031
H 0.3218 -3.6029 -2.8097 0.025 -0.044 -0.028
H -1.8851 -5.1188 -1.3936 0.015 -0.004 0.003
H -2.1926 -4.2921 -2.9010 -0.007 0.009 0.016
H -0.8746 -2.9915 -0.4856 -0.024 0.008 0.013
H -2.6302 -3.0140 -0.6231 -0.018 0.000 -0.013
H -2.4119 -2.5608 -3.7696 0.003 0.001 0.011
H -2.6697 -0.4091 -4.9393 0.000 0.001 -0.001
H -2.1727 1.7042 -3.6582 0.001 0.001 0.003
H -1.2877 1.4970 -1.3815 -0.017 -0.018 -0.015
S 3.8760 -0.0398 -5.5779 -0.001 0.003 0.000
C 3.0944 -0.0951 -4.1379 0.003 -0.010 0.001
S 2.4381 1.2986 -3.3429 0.000 0.000 0.003
C 1.8110 0.4816 -1.9347 -0.013 -0.044 0.026
C 1.9812 -0.8477 -1.8907 -0.006 0.035 -0.024
S 1.4729 -1.8383 -0.5466 0.008 0.045 0.049
S 2.8091 -1.5575 -3.2518 -0.003 0.005 -0.003
S 1.0866 1.3788 -0.6199 0.066 0.075 -0.061
```
Positions in Å, forces in eV/Å.